{
  "formula": "C12H39O14",
  "method": "ωB97M-V with the def2-TZVPD basis set",
  "elements": ["O", "C", "O", "O", "H", "C", "O", "H", "H", "H", "H", "C", "O", "H", "H", "H", "H", "C", "O", "H", "H", "H", "H", "C", "O", "H", "H", "H", "H", "C", "O", "H", "H", "H", "H", "C", "C", "O", "O", "H", "H", "H", "H", "H", "H", "C", "C", "O", "O", "H", "H", "H", "H", "H", "H", "C", "C", "O", "O", "H", "H", "H", "H", "H", "H"],
  "coordinates": [[1.1049, 0.4602, -0.8206], [0.4481, 0.4331, 0.3234], [-0.6062, 1.1702, 0.4330], [0.8898, -0.1411, 1.3130], [0.4727, 0.9977, -1.3034], [1.6408, 2.9847, -3.2583], [0.7676, 2.2613, -4.1470], [1.8561, 3.9051, -3.8010], [1.1563, 3.3477, -2.3519], [2.5904, 2.4914, -3.0506], [1.1884, 1.4850, -4.5236], [-2.5533, 2.4151, -2.2079], [-2.7079, 1.1723, -1.4142], [-3.4126, 2.3999, -2.8783], [-2.3787, 3.2461, -1.5244], [-1.7028, 2.3430, -2.8858], [-1.9207, 1.2302, -0.8678], [-2.0965, -1.0063, 2.8710], [-0.9937, -1.8523, 2.9203], [-2.3614, -0.9548, 3.9271], [-1.8451, 0.0000, 2.5358], [-2.8802, -1.4158, 2.2337], [-0.3024, -1.6010, 2.3035], [-3.5704, 1.9656, 2.3208], [-2.2227, 2.4241, 2.7139], [-3.8248, 0.9264, 2.5293], [-4.3539, 2.5618, 2.7884], [-3.8435, 2.1459, 1.2811], [-1.7650, 2.4505, 1.8705], [3.1323, -1.5463, -3.4603], [4.4248, -1.8315, -3.2618], [2.8913, -1.1417, -2.4773], [3.1536, -0.8697, -4.3146], [2.5261, -2.4302, -3.6588], [4.8594, -1.0891, -2.8358], [0.7723, 2.8185, 4.0423], [1.8332, 2.9604, 2.9307], [2.8802, 1.9722, 2.7718], [0.0604, 1.6089, 3.8793], [-0.0132, 3.5677, 3.9434], [1.2408, 2.8397, 5.0263], [2.2819, 3.9471, 2.8158], [1.3456, 2.8871, 1.9586], [2.3760, 1.1701, 2.6169], [-0.6800, 1.5974, 3.2683], [-1.7380, -2.2551, -1.5422], [-3.0886, -2.3230, -0.8735], [-3.7345, -3.5794, -1.1943], [-1.8925, -2.6556, -2.9522], [-0.9718, -2.9656, -1.2322], [-1.5415, -1.1837, -1.5006], [-3.6497, -1.4044, -1.0451], [-2.9214, -2.2257, 0.1992], [-3.0898, -4.1105, -1.6674], [-2.5767, -2.1227, -3.3640], [2.8337, -3.0109, -0.2033], [1.7555, -3.2370, 0.8845], [1.9719, -2.5646, 2.0976], [4.2101, -3.5600, 0.2130], [2.9413, -1.9334, -0.3274], [2.6749, -3.4114, -1.2046], [1.5954, -4.3048, 1.0334], [0.8623, -2.8963, 0.3608], [1.7211, -1.6492, 1.9540], [4.7800, -2.9135, -0.2100]],
  "charge": -1,
  "lumo_ev": 2.288,
  "fmax_ha_per_bohr": 0.0979,
  "orbital_gap_ev": 8.8153
}

{
  "formula": "C12H41AgN9O9",
  "method": "ωB97M-V with the def2-TZVPD basis set",
  "elements": ["Ag", "O", "H", "O", "H", "C", "C", "O", "H", "H", "H", "H", "H", "H", "C", "C", "O", "H", "H", "H", "H", "H", "H", "C", "O", "N", "N", "H", "H", "H", "H", "C", "O", "N", "N", "H", "H", "H", "H", "C", "O", "N", "N", "H", "H", "H", "H", "C", "O", "N", "N", "H", "H", "H", "H", "C", "C", "C", "O", "C", "N", "H", "H", "H", "H", "H", "H", "H", "H", "H", "H", "H"],
  "coordinates": [[-0.4179, 1.2507, -0.1213], [-1.5257, 1.5032, 4.0075], [-1.5144, 2.2356, 4.6541], [-1.8801, -0.1387, -4.3290], [-2.3940, -0.7046, -4.9374], [-6.1117, 5.1736, 2.6933], [-4.7082, 5.6819, 2.7725], [-3.9186, 4.9546, 1.8486], [-6.5982, 5.4682, 1.7634], [-6.7077, 5.4257, 3.5704], [-6.1925, 4.0873, 2.6541], [-4.3158, 5.4974, 3.7726], [-4.7666, 6.7636, 2.6518], [-3.5547, 4.2480, 2.3870], [-5.2186, -3.4136, 5.7514], [-5.7798, -2.9614, 4.4089], [-4.6637, -2.7344, 3.6112], [-4.3623, -2.8273, 6.0846], [-4.7799, -4.4043, 5.6325], [-5.9837, -3.3061, 6.5202], [-6.2630, -1.9987, 4.5759], [-6.4036, -3.7153, 3.9286], [-4.2077, -1.9720, 3.9750], [4.6955, 4.9224, -0.8804], [3.6129, 4.5574, -0.4253], [5.8468, 5.1925, -0.2641], [4.8254, 5.1050, -2.1650], [5.8275, 5.2056, 0.7456], [6.7664, 5.2812, -0.6723], [4.0816, 4.8944, -2.8150], [5.7542, 5.2245, -2.5431], [-0.8152, -5.0672, -2.5560], [-0.7401, -6.1847, -2.0435], [-1.5990, -4.1226, -2.1973], [-0.1095, -4.6043, -3.5611], [-1.9901, -4.2436, -1.2740], [-1.6177, -3.2674, -2.7342], [-0.1127, -3.6856, -3.9807], [0.3979, -5.3317, -4.0443], [3.3895, 1.3068, -6.4416], [4.4342, 1.2630, -7.0333], [2.5104, 2.2816, -6.5585], [2.9031, 0.5123, -5.6011], [2.7408, 3.1269, -7.0609], [1.5884, 2.2521, -6.1472], [1.9153, 0.6037, -5.4113], [3.4685, -0.2727, -5.3107], [-7.5167, -0.4733, -2.5511], [-8.4397, -0.9367, -1.9216], [-7.5007, -0.1531, -3.7959], [-6.3589, -0.2924, -1.9732], [-6.6652, 0.3374, -4.0814], [-8.1229, -0.5718, -4.4723], [-5.5770, -0.0106, -2.5471], [-6.2455, -0.6693, -1.0430], [5.8423, -2.1552, 0.3741], [5.2783, -2.1067, 1.7609], [6.0256, -1.1735, 2.7098], [7.4072, -1.3964, 3.1657], [7.6763, -2.7610, 3.3418], [3.8345, -1.9470, 1.6658], [5.8526, -1.1321, -0.0018], [5.2134, -2.6821, -0.3434], [6.8921, -2.4429, 0.4310], [5.4026, -3.1064, 2.1772], [5.3330, -1.1560, 3.5512], [6.0601, -0.1446, 2.3517], [8.2339, -2.8980, 4.2684], [8.1915, -3.2797, 2.5334], [6.8670, -3.4657, 3.5332], [3.3346, -1.5677, 2.4572], [3.4760, -2.8781, 1.5087]],
  "charge": -1,
  "lumo_ev": -0.807,
  "fmax_ha_per_bohr": 0.1473,
  "orbital_gap_ev": 3.5720
}

{
  "formula": "C12H41N3O7",
  "method": "ωB97M-V with the def2-TZVPD basis set",
  "elements": ["C", "C", "C", "O", "C", "N", "H", "H", "H", "H", "H", "H", "H", "H", "H", "H", "H", "C", "C", "C", "O", "C", "N", "H", "H", "H", "H", "H", "H", "H", "H", "H", "H", "H", "C", "C", "C", "O", "C", "N", "H", "H", "H", "H", "H", "H", "H", "H", "H", "H", "H", "O", "H", "H", "O", "H", "H", "O", "H", "H", "O", "H", "H"],
  "coordinates": [[12.1499, 15.1990, 6.0302], [13.1352, 14.1277, 6.4619], [14.2189, 14.7183, 7.2261], [14.7852, 15.6644, 6.2875], [15.9316, 16.2423, 6.7669], [12.5243, 12.9885, 7.1589], [11.3416, 14.8432, 5.3877], [12.6339, 15.8661, 5.3726], [11.8525, 15.8322, 6.8495], [13.6236, 13.6726, 5.5189], [14.9797, 13.9871, 7.5061], [13.8718, 15.1306, 8.1869], [16.3376, 17.0651, 6.0325], [16.6804, 15.4090, 6.6626], [15.8910, 16.6130, 7.8092], [13.1963, 12.5321, 7.7925], [11.7500, 13.2878, 7.7583], [15.3310, 7.7548, 5.9645], [15.6279, 8.7288, 7.0774], [17.0274, 8.6044, 7.6038], [17.0930, 7.4743, 8.4475], [18.2643, 7.1474, 9.1408], [15.2242, 10.1291, 6.8661], [16.1451, 7.7520, 5.2646], [14.4346, 8.0687, 5.4572], [15.2217, 6.7806, 6.4026], [15.0391, 8.3957, 7.9569], [17.3101, 9.5779, 8.1406], [17.7611, 8.6267, 6.7706], [18.0002, 6.1301, 9.5431], [18.3855, 7.9033, 9.9781], [19.2246, 7.1672, 8.6505], [14.2433, 10.1076, 6.5885], [15.7033, 10.6198, 6.0873], [7.3043, 9.1654, 7.0114], [8.5625, 9.9966, 6.5961], [8.8893, 11.0524, 7.7211], [7.9017, 12.0518, 7.7723], [8.2270, 13.2948, 8.3168], [9.6569, 9.0256, 6.3532], [6.3655, 9.7748, 7.1178], [7.5873, 8.6824, 7.9734], [7.1087, 8.5059, 6.2703], [8.3693, 10.4601, 5.6568], [9.8395, 11.4753, 7.4312], [9.0393, 10.4518, 8.6770], [7.3901, 13.9222, 8.2180], [9.1517, 13.6722, 7.8568], [8.3872, 13.2138, 9.4432], [9.2732, 8.2383, 5.8127], [10.0701, 8.6001, 7.2305], [11.6513, 10.1643, 9.1640], [12.4947, 10.3931, 9.5809], [11.8593, 10.2443, 8.1887], [12.0028, 10.2432, 6.3221], [11.8704, 11.2294, 6.3348], [11.1363, 9.8662, 6.1247], [14.6017, 10.8656, 9.2925], [15.0514, 10.7109, 8.3778], [15.3088, 11.2526, 9.8241], [10.3457, 7.5889, 8.8226], [10.7028, 8.4244, 9.1234], [10.8054, 6.8811, 9.3688]],
  "lumo_ev": 0.560,
  "e_above_lowest_kcal_mol": 29.1,
  "fmax_ha_per_bohr": 0.0801,
  "orbital_gap_ev": 9.6972
}